# 1
10
Properties=species:S:1:pos:R:3:nbo_charge:R:1 method="wB97M-V/def2-TZVPD" e_homo_ev=-9.31 gap_ev=9.58 de_lowest_kcal_mol=91.05
C 0.91 -0.19 1.38 -0.260
O 0.30 0.57 0.34 -0.490
C 0.10 -0.11 -0.77 0.983
O 0.45 -1.21 -1.07 -0.570
C -1.80 0.38 -1.25 0.107
O -0.60 0.73 -1.67 -0.467
H 1.18 0.54 2.15 0.202
H 0.20 -0.91 1.78 0.199
H 1.79 -0.70 1.00 0.203
H -2.53 0.89 -1.88 0.093

# 2
30
Properties=species:S:1:pos:R:3:nbo_charge:R:1 method="wB97M-V/def2-TZVPD" charge=+1 e_homo_ev=-13.08 gap_ev=5.41
Sn -3.08 1.23 -0.27 1.689
C 1.53 -0.51 -0.74 -0.662
C 0.02 -0.64 -0.52 -0.077
O -0.59 0.60 -0.38 -0.978
H 2.01 -1.46 -0.57 0.252
H 2.10 0.27 -0.13 0.228
H 1.68 -0.35 -1.83 0.234
H -0.09 -1.13 0.44 0.171
H -0.42 -1.32 -1.21 0.126
O -2.74 -1.42 -0.65 -0.995
H -3.37 -2.05 -0.87 0.513
H -1.88 -1.52 -1.07 0.517
O 2.37 2.98 -2.41 -0.945
H 1.54 3.37 -2.20 0.477
H 2.70 2.63 -1.57 0.482
O -2.28 -2.77 2.31 -0.924
H -2.52 -2.02 1.80 0.454
H -2.66 -3.51 1.81 0.474
O 0.49 0.76 2.26 -0.956
H 1.46 0.77 2.25 0.492
H 0.14 0.62 1.41 0.464
O 1.19 2.69 0.16 -0.958
H 0.98 1.77 -0.10 0.480
H 0.43 3.03 0.62 0.470
O -0.03 1.58 -2.83 -0.993
H -0.08 1.07 -2.02 0.469
H 0.89 1.75 -3.05 0.501
O 0.27 -2.13 3.49 -0.927
H 0.25 -1.50 2.74 0.452
H -0.30 -2.79 3.11 0.471

# 3
116
Properties=species:S:1:pos:R:3:mulliken_charge:R:1 method="wB97M-V/def2-TZVPD" e_homo_ev=-8.75 gap_ev=8.62 de_lowest_kcal_mol=32.60
C 18.25 -10.31 17.59 -0.952
C 17.89 -11.29 16.46 0.870
O 18.68 -12.51 16.65 -0.649
H 19.29 -10.12 17.69 0.555
H 17.92 -10.83 18.52 0.100
H 17.78 -9.32 17.48 0.052
H 18.00 -10.91 15.41 0.164
H 16.84 -11.57 16.54 -0.471
H 18.24 -13.21 16.15 0.354
C 11.17 -9.82 12.89 0.387
C 10.60 -9.26 11.57 -0.900
O 11.68 -8.95 10.74 -0.547
H 11.65 -9.04 13.51 -0.531
H 12.00 -10.53 12.76 0.093
H 10.35 -10.27 13.47 0.377
H 10.00 -8.40 11.80 0.341
H 10.05 -10.05 11.12 0.408
H 11.86 -8.05 10.95 0.347
C 14.88 -9.89 10.58 -1.528
C 14.92 -8.77 11.58 -0.062
O 14.40 -9.22 12.76 0.597
H 13.88 -10.25 10.58 0.270
H 15.63 -10.69 10.73 0.225
H 15.02 -9.56 9.56 0.456
H 14.31 -7.96 11.24 0.495
H 15.93 -8.34 11.74 0.317
H 14.99 -9.77 13.18 -1.234
C 16.23 -12.37 12.91 -0.080
C 16.74 -13.33 11.83 -1.038
O 16.38 -14.59 12.20 -0.591
H 16.57 -11.34 12.70 0.245
H 16.79 -12.70 13.79 0.313
H 15.15 -12.35 13.07 -0.064
H 17.81 -13.22 11.72 0.398
H 16.18 -13.00 10.98 0.427
H 16.78 -15.18 11.54 0.340
C 11.58 -11.08 17.53 -0.857
C 11.43 -10.53 16.15 0.618
O 11.99 -11.43 15.25 -0.583
H 11.16 -10.42 18.33 0.291
H 12.69 -11.27 17.73 -0.211
H 11.17 -12.05 17.60 0.588
H 11.96 -9.58 16.07 -1.000
H 10.41 -10.27 15.88 0.603
H 11.57 -12.33 15.27 0.303
C 10.08 -6.92 14.13 -0.954
C 10.70 -6.28 15.33 -0.559
O 11.70 -7.17 15.81 -0.005
H 9.55 -7.85 14.37 0.298
H 10.70 -6.98 13.25 0.048
H 9.30 -6.21 13.79 0.506
H 10.06 -6.16 16.15 0.460
H 11.21 -5.29 15.12 0.367
H 12.36 -6.65 16.37 0.038
C 14.14 -14.49 15.25 0.444
O 13.59 -15.19 16.25 -0.755
N 14.36 -14.99 14.04 -0.246
N 14.67 -13.30 15.52 0.418
H 14.11 -15.98 13.76 0.260
H 15.02 -14.55 13.37 0.224
H 14.53 -13.13 16.55 -0.168
H 14.80 -12.52 14.98 0.089
C 14.34 -5.87 13.81 0.465
O 15.40 -5.69 12.96 -0.787
N 13.98 -4.92 14.60 -0.139
N 13.58 -6.92 13.87 0.510
H 14.60 -4.08 14.59 0.332
H 13.28 -5.03 15.31 -0.123
H 13.96 -7.75 13.37 0.026
H 12.83 -7.05 14.54 -0.080
C 12.73 -7.94 20.03 0.212
O 13.43 -7.46 21.11 -0.761
N 13.29 -8.27 18.90 0.770
N 11.49 -8.09 20.01 -0.199
H 14.26 -8.20 18.77 -0.569
H 12.65 -8.65 18.28 -0.498
H 11.09 -7.77 20.95 0.357
H 10.89 -8.05 19.12 0.224
C 12.63 -5.08 17.78 0.391
O 11.62 -5.27 18.65 -0.710
N 13.41 -6.03 17.42 0.268
N 12.79 -4.02 17.09 -0.231
H 13.32 -6.89 17.94 -0.132
H 14.26 -5.91 16.93 0.466
H 12.09 -3.23 17.21 0.316
H 13.68 -3.74 16.67 0.256
C 13.78 -13.77 19.08 -0.847
O 14.50 -12.84 18.28 -0.618
H 12.70 -13.87 18.80 0.227
H 13.89 -13.48 20.14 0.332
H 14.20 -14.72 19.18 0.397
H 15.44 -12.94 18.55 0.161
C 14.76 -9.65 16.25 0.659
O 14.50 -10.51 15.13 2.229
H 15.84 -9.42 16.10 -0.244
H 14.65 -10.26 17.15 -0.592
H 14.11 -8.77 16.37 -0.604
H 13.60 -10.79 15.29 -0.784
C 16.37 -6.88 19.22 -0.978
O 15.83 -7.53 18.06 -0.543
H 16.90 -7.52 19.92 0.343
H 15.50 -6.52 19.76 0.336
H 16.93 -5.95 19.07 0.370
H 16.10 -7.09 17.25 0.171
C 15.82 -10.15 20.27 0.199
O 16.16 -10.95 21.40 -0.617
H 16.69 -9.52 20.05 0.121
H 14.85 -9.67 20.40 0.037
H 15.63 -10.82 19.39 -0.206
H 16.74 -11.66 21.08 0.343
C 17.59 -8.52 13.82 -0.551
O 18.56 -9.34 13.20 -0.528
H 17.22 -7.71 13.22 0.486
H 18.09 -8.16 14.74 0.430
H 16.66 -9.10 14.05 -0.151
H 19.40 -8.97 13.44 0.358